129
Properties=species:S:1:pos:R:3:forces:R:3 method="wB97M-V/def2-TZVPD" smiles="CCc1c(CC(=O)O)c(Cc2ccccc2C)c(CC(=O)N(C)C)c2nsnc12.O=S1(=O)CCCC1.O=S1(=O)CCCC1.O=S1(=O)CCCC1.O=S1(=O)CCCC1.O=S1(=O)CCCC1" charge=0 orbital_gap_ev=7.171 largest_force_ev_per_a=3.7 homo_energy_ev=-7.823
C 5.43334 -2.23863 -2.41458 -0.12 -0.26 1.17
C 3.92191 -2.53307 -2.81003 0.31 -0.11 0.04
C 2.89346 -1.59014 -2.10812 -1.53 1.31 -0.24
C 1.70902 -1.01625 -2.77116 1.07 -0.35 1.57
C 1.48407 -1.39383 -4.28960 -0.25 0.06 1.04
C 1.36672 -2.93890 -4.54330 1.26 -0.55 -1.35
O 2.05742 -3.42111 -5.42216 -0.81 0.46 1.04
O 0.54678 -3.79663 -3.80164 1.16 1.42 0.38
C 0.72845 -0.05869 -2.06771 1.78 -0.34 2.50
C -0.50147 0.59056 -2.77653 -0.02 -0.05 0.56
C -1.89527 0.06125 -2.29051 -2.88 -0.55 0.05
C -2.13431 -0.80677 -1.12201 -1.92 0.57 -1.15
C -3.51084 -1.21049 -0.73263 -0.71 0.86 -1.18
C -4.71671 -0.78499 -1.50111 3.34 1.09 -1.00
C -4.47107 0.06925 -2.68619 1.69 -0.85 1.55
C -3.09508 0.48754 -3.08093 -0.67 -0.64 1.35
C -3.00823 1.40209 -4.36630 -0.53 -1.13 0.42
C 0.97402 0.29837 -0.66199 0.67 -0.89 -1.12
C 0.07703 1.30162 0.14368 0.63 0.62 0.47
C 0.28200 2.78517 -0.40917 -0.13 -1.34 0.43
O 1.37987 3.30484 -0.37244 -1.20 -0.45 -0.36
N -0.92386 3.41688 -0.96524 1.71 0.28 -0.15
C -1.53598 4.19218 0.15924 0.14 -0.32 1.07
C -0.43815 4.30934 -2.06369 0.20 0.26 0.01
C 2.18588 -0.29849 0.08942 0.08 -0.21 -0.58
N 2.54171 -0.07244 1.41724 0.30 -1.34 -2.66
S 3.93430 -0.99400 1.71417 -2.09 0.73 -3.00
N 4.13428 -1.63814 0.20219 -1.33 0.32 -0.77
C 3.13470 -1.24172 -0.66296 -0.73 1.26 2.05
H 5.59544 -1.14834 -2.12893 -0.05 -1.47 -0.75
H 5.63464 -2.83648 -1.47304 -0.05 0.83 -1.05
H 6.17393 -2.61238 -3.18099 -1.00 0.67 0.61
H 3.85862 -2.52278 -3.93789 -0.32 0.09 1.37
H 3.69570 -3.58705 -2.44693 0.14 1.07 -0.63
H 0.58389 -0.89827 -4.74056 0.76 -0.47 0.65
H 2.38143 -1.01403 -4.85854 -1.02 -0.79 0.40
H 1.14780 -4.53292 -3.55815 -0.63 0.26 -0.49
H -0.45778 1.69922 -2.54628 -0.18 -1.25 -0.30
H -0.48564 0.51420 -3.89891 0.29 -0.09 1.25
H -1.25955 -1.15358 -0.51530 -1.05 0.29 -0.58
H -3.72358 -1.85938 0.18158 0.80 1.20 -1.56
H -5.75891 -1.07633 -1.19253 1.38 0.33 -0.35
H -5.35211 0.42293 -3.28469 1.09 -0.31 0.53
H -3.67983 2.30792 -4.28346 1.02 -0.91 0.06
H -1.95804 1.66614 -4.64816 -1.14 -0.01 0.28
H -3.44997 0.79133 -5.21213 0.64 0.72 0.83
H 0.45858 1.34212 1.21188 -0.33 -0.14 -1.24
H -1.00526 1.01772 0.21426 1.03 0.27 -0.44
H -1.90475 5.19580 -0.19019 0.26 -1.16 0.31
H -0.73042 4.33491 0.94868 -1.04 0.35 -0.76
H -2.34480 3.58854 0.66931 0.69 0.78 -0.79
H -1.28781 4.52735 -2.76337 0.75 0.02 0.78
H 0.37898 3.78744 -2.64960 -1.01 0.58 0.67
H 0.01641 5.23342 -1.60124 -0.47 -0.66 -0.84
C 4.86184 3.23460 -0.84080 -0.01 0.03 0.14
C 6.13860 4.00130 -0.48025 -0.08 0.08 0.00
C 7.32765 3.18075 -0.99101 0.16 0.33 0.44
S 6.72440 2.24877 -2.39745 -0.24 0.34 -0.13
O 6.75899 0.84429 -2.06777 0.20 0.05 -0.18
O 7.31884 2.76899 -3.60534 0.10 -0.37 0.05
C 5.03169 2.81060 -2.29455 -0.39 0.10 0.16
H 3.96896 3.84565 -0.70374 0.01 -0.13 0.00
H 4.76813 2.35146 -0.20150 -0.07 0.03 -0.06
H 6.12747 4.97856 -0.97178 0.00 -0.06 0.01
H 6.21419 4.17641 0.59412 0.02 -0.01 -0.07
H 8.15187 3.81825 -1.30848 0.02 -0.20 -0.10
H 7.67539 2.47064 -0.24022 -0.03 -0.06 -0.14
H 4.35595 2.00852 -2.58995 0.14 -0.05 -0.07
H 4.92239 3.66217 -2.96840 0.07 -0.08 -0.02
C 0.87799 -0.42445 5.76805 -0.06 0.08 0.12
C -0.46773 -0.72125 6.43759 -0.15 -0.19 0.11
C -1.54396 0.05276 5.66445 -0.08 -0.12 0.53
S -0.92029 0.21283 3.99449 -0.18 -0.29 -0.13
O -0.67192 1.61112 3.72412 -0.24 -0.04 -0.23
O -1.70107 -0.62060 3.11187 -0.07 0.49 -0.20
C 0.63263 -0.57733 4.26964 0.77 -0.26 0.33
H 1.66372 -1.09618 6.11722 -0.03 0.05 -0.01
H 1.18439 0.60059 5.99568 0.01 -0.07 0.00
H -0.67447 -1.79522 6.38050 0.00 0.05 -0.12
H -0.46317 -0.44432 7.49218 -0.05 -0.02 -0.41
H -2.49325 -0.48124 5.64811 0.02 0.13 -0.19
H -1.69004 1.05441 6.07015 0.06 -0.01 -0.12
H 1.39651 -0.10604 3.65319 -0.18 0.02 -0.12
H 0.52479 -1.62811 3.99364 -0.07 0.07 -0.04
C -3.09764 -6.40088 0.03534 -0.01 0.04 -0.13
C -1.56828 -6.42095 -0.04205 0.02 -0.16 -0.03
C -1.06178 -5.09937 0.54273 0.36 -0.18 -0.38
S -2.29674 -4.57066 1.72840 0.05 -0.12 0.16
O -2.89929 -3.35171 1.24907 0.19 -0.33 0.44
O -1.75932 -4.68961 3.06236 -0.10 0.28 -0.06
C -3.43519 -5.91621 1.44052 -0.26 -0.33 -0.20
H -3.52631 -7.38438 -0.16260 0.01 0.06 0.01
H -3.49536 -5.70268 -0.70703 -0.01 -0.03 0.06
H -1.18481 -7.25695 0.55037 -0.03 0.05 -0.02
H -1.21760 -6.55787 -1.06624 -0.01 0.02 0.07
H -0.10561 -5.22267 1.04973 -0.10 0.18 0.07
H -0.97899 -4.32791 -0.22412 -0.09 0.06 0.12
H -4.46026 -5.56225 1.53871 0.11 0.12 0.11
H -3.23145 -6.68934 2.18342 0.02 0.10 0.02
C 1.12962 -0.97205 12.41537 -0.09 -0.06 0.07
C 0.87543 -2.16829 11.49319 0.13 -0.09 0.06
C -0.09568 -1.70858 10.40195 -0.03 -0.54 0.05
S 0.17136 0.05259 10.20450 0.30 0.01 0.20
O -1.02189 0.74764 10.61812 0.08 0.04 -0.30
O 0.80225 0.29919 8.92824 -0.14 0.31 0.33
C 1.39638 0.21212 11.49371 0.25 -0.04 0.39
H 1.96822 -1.15135 13.08948 -0.05 0.03 -0.03
H 0.24130 -0.77992 13.02407 0.07 0.03 -0.02
H 1.81868 -2.48348 11.03782 -0.05 0.03 0.02
H 0.47528 -3.02274 12.04105 0.02 0.05 -0.06
H 0.09578 -2.21083 9.45424 -0.11 0.17 -0.03
H -1.13341 -1.86042 10.69975 0.03 0.15 -0.06
H 1.28954 1.17571 11.98936 -0.08 0.03 -0.19
H 2.38091 0.13506 11.02908 -0.08 0.04 -0.05
C -5.70952 2.78408 -9.46330 -0.09 0.09 -0.01
C -4.73115 3.93037 -9.73626 0.01 -0.02 -0.16
C -4.14014 4.35999 -8.39036 -0.01 0.42 -0.36
S -4.18306 2.90948 -7.33913 0.10 -0.10 -0.26
O -5.09954 3.15581 -6.25245 0.22 -0.03 0.03
O -2.83646 2.44252 -7.11874 -0.14 0.15 0.15
C -4.98103 1.83379 -8.52032 -0.29 -0.18 -0.31
H -6.01163 2.28166 -10.38321 0.00 0.02 0.07
H -6.60974 3.17433 -8.97961 0.03 -0.07 -0.01
H -3.93146 3.57724 -10.39367 -0.05 0.01 0.05
H -5.21976 4.76793 -10.23652 0.05 -0.04 0.04
H -3.11058 4.70043 -8.49252 -0.04 -0.06 0.21
H -4.74295 5.13606 -7.91803 0.04 -0.12 0.09
H -5.64803 1.14547 -8.00340 0.14 0.05 0.13
H -4.20142 1.27932 -9.04547 0.01 0.04 0.10